128
Properties=species:S:1:pos:R:3 method="wB97M-V/def2-TZVPD" homo_ev=-8.856 homo_lumo_gap_ev=7.35 total_charge=0 max_force_ev_per_a=4.2 multiplicity=1
S 4.189 2.687 0.258
P 8.137 -2.643 1.589
F 5.251 -3.754 6.004
O -6.697 6.655 0.045
O -0.762 -0.446 3.993
O 8.519 -2.620 3.226
O -3.838 4.586 -0.827
O 0.858 2.133 8.039
O -1.719 3.157 -3.665
O 9.554 -2.151 0.824
O 7.857 -4.026 1.087
O -1.106 -6.334 -2.629
O 8.793 1.214 2.937
N 5.776 2.165 0.244
N 3.293 1.345 0.765
C 6.724 -1.474 1.362
C 5.277 -1.909 1.653
C -6.610 2.229 -5.601
C 2.633 -1.448 1.709
C 5.770 -3.524 4.696
C 6.902 -0.079 0.905
C -5.315 1.362 -5.197
C 1.925 -1.620 0.290
C 4.918 -3.349 2.195
C -4.961 -1.774 -2.796
C -4.003 3.224 -0.445
C -5.579 0.553 -3.846
C -2.573 -1.970 -3.721
C 0.431 4.308 7.078
C -2.533 4.328 -3.593
C 8.313 0.579 0.601
C -3.439 -1.445 -2.500
C 2.176 -2.877 -2.010
C -1.634 -3.166 -3.169
C -0.095 -1.024 5.113
C 5.724 0.847 0.691
C -5.519 -1.030 -4.072
C 2.495 -2.910 -0.455
C -5.777 7.557 -0.565
C 0.012 3.276 8.108
C 4.301 0.421 0.969
C 9.157 0.623 1.946
C -5.475 2.865 -0.393
C 0.435 0.066 6.023
C -2.082 5.345 -4.625
C -6.523 8.609 -1.362
C 0.065 -8.203 -1.644
C -0.953 -7.098 -1.437
C 4.128 -1.010 1.450
C 4.550 -3.265 3.737
C -0.183 -2.546 -2.980
C 0.774 -3.631 -2.259
H -5.828 9.310 -1.831
H 1.761 2.428 8.211
H 5.683 -4.127 1.938
H -5.078 0.658 -6.047
H 8.795 -0.073 -0.176
H -3.163 -1.946 -1.522
H 0.386 3.884 6.073
H -6.003 3.497 0.327
H -5.611 1.820 -0.108
H -6.597 0.764 -3.399
H 0.195 -8.791 -0.734
H 10.129 0.030 1.964
H -0.197 -1.662 -2.271
H -3.530 3.071 0.530
H 2.023 -0.688 -0.340
H -2.702 6.243 -4.584
H -4.410 2.008 -5.051
H -6.284 3.301 -5.722
H -3.168 -2.408 -4.564
H 1.464 4.625 7.247
H 3.784 -4.075 3.948
H 3.608 -3.019 -0.339
H -0.378 0.703 6.372
H 9.283 -2.047 -0.114
H 2.939 -3.389 -2.654
H -2.052 -3.638 -2.242
H -7.415 2.145 -4.818
H -1.893 -1.179 -4.148
H 4.025 -2.289 3.960
H 6.385 -2.575 4.718
H 0.719 -1.661 4.748
H -5.942 3.030 -1.367
H -2.141 4.922 -5.631
H -6.965 1.857 -6.609
H 2.081 -1.795 -2.323
H 1.032 -7.783 -1.933
H 2.545 -2.380 2.323
H -2.466 4.739 -2.585
H -4.869 -1.181 -4.981
H 1.967 -3.790 0.003
H -0.808 3.425 -3.494
H 8.199 1.599 0.133
H 2.055 -0.650 2.271
H -1.011 2.946 7.925
H -3.253 -0.341 -2.320
H -1.572 -3.958 -3.971
H -3.567 4.030 -3.776
H -4.289 5.131 -0.169
H -7.208 6.239 -0.660
H -0.247 -8.871 -2.452
H 0.882 -4.559 -2.877
H -0.119 0.100 3.524
H -7.204 9.167 -0.716
H -5.188 8.023 0.225
H -3.485 2.605 -1.181
H 3.972 -3.653 1.655
H 1.137 0.711 5.486
H -5.611 -1.608 -1.880
H -7.132 8.144 -2.142
H 0.313 -2.293 -3.966
H -1.926 -7.514 -1.158
H -6.533 -1.448 -4.336
H -5.101 6.985 -1.210
H 0.065 3.692 9.120
H 0.944 -0.361 6.889
H -1.402 -6.939 -3.319
H 0.818 -1.748 0.489
H -4.831 0.894 -3.068
H -1.040 5.629 -4.458
H -0.627 -6.422 -0.645
H -5.019 -2.890 -2.993
H -0.810 -1.652 5.646
H 6.382 -4.396 4.336
H -0.217 5.186 7.119
H 0.260 -3.884 -1.284
H 9.502 -2.661 3.250



37
Properties=species:S:1:pos:R:3 method="wB97M-V/def2-TZVPD" homo_ev="-5.977 / -7.208" homo_lumo_gap_ev="6.05 / 7.27" total_charge=0 max_force_ev_per_a=2.6 multiplicity=5 relative_energy_kj_mol=66.6
I 1.596 20.038 -8.775
Cr 4.199 19.985 -7.699
F 4.379 17.997 -7.567
O 4.418 21.984 -8.334
O 3.571 20.477 -5.661
N 6.172 20.184 -6.636
N 5.185 19.852 -9.671
C 6.631 21.103 -11.311
C 5.125 22.262 -9.520
C 2.330 20.617 -4.978
C 3.640 23.099 -7.917
C 4.680 20.622 -4.764
C 7.025 19.866 -4.342
C 5.992 21.061 -9.916
C 5.835 19.769 -5.274
H 4.939 21.699 -4.790
H 6.834 20.944 -9.218
H 2.337 20.194 -3.974
H 7.343 21.927 -11.342
H 7.049 20.117 -11.493
H 5.728 19.001 -9.825
H 6.644 21.089 -6.516
H 4.434 20.473 -3.712
H 5.743 23.165 -9.452
H 7.851 19.269 -4.741
H 3.062 22.869 -7.025
H 4.425 22.478 -10.341
H 4.254 23.989 -7.799
H 5.452 18.746 -5.235
H 6.835 19.397 -3.370
H 5.885 21.299 -12.088
H 4.541 19.808 -10.471
H 1.469 20.240 -5.521
H 7.389 20.875 -4.138
H 2.140 21.693 -4.857
H 2.845 23.230 -8.658
H 6.968 19.663 -7.005



14
Properties=species:S:1:pos:R:3 method="wB97M-V/def2-TZVPD" homo_ev=-8.646 homo_lumo_gap_ev=9.64 total_charge=0 max_force_ev_per_a=3.4 multiplicity=1 smiles=Cc1[nH]ncc1N relative_energy_kj_mol=69.9
N 0.149 2.195 -0.031
N -0.430 1.328 0.815
N 0.779 -1.084 -1.438
C -0.810 -1.102 1.281
C 0.600 1.439 -0.961
C 0.397 0.044 -0.736
C -0.361 0.037 0.413
H 1.226 1.868 -1.754
H -0.408 -2.111 0.994
H 1.792 -1.340 -1.392
H -1.849 -1.210 1.284
H -0.980 1.662 1.633
H 0.480 -0.849 -2.438
H -0.584 -0.877 2.330



16
Properties=species:S:1:pos:R:3 method="wB97M-V/def2-TZVPD" homo_ev=-8.371 homo_lumo_gap_ev=9.49 total_charge=0 max_force_ev_per_a=0.3 multiplicity=1 smiles="CC=C=CN1CC1" relative_energy_kj_mol=301.6
N -1.749 -0.727 0.032
C 2.811 0.460 0.005
C 1.875 -0.720 0.043
C -2.641 0.385 -0.245
C -0.603 -0.883 -0.785
C 0.638 -0.746 -0.383
C -1.782 0.373 0.968
H -3.702 0.160 -0.171
H 2.284 -1.641 0.464
H -0.826 -1.203 -1.802
H 3.660 0.256 -0.658
H -2.364 1.073 -1.044
H 3.223 0.654 1.003
H -0.921 1.041 0.975
H -2.209 0.155 1.944
H 2.307 1.364 -0.346



99
Properties=species:S:1:pos:R:3 method="wB97M-V/def2-TZVPD" homo_ev="-12.929 / -14.921" homo_lumo_gap_ev="2.19 / 7.44" total_charge=+3 max_force_ev_per_a=6.3 multiplicity=1 relative_energy_kj_mol=537.2
Br -4.686 4.447 -3.256
Br -2.891 4.526 0.212
Br -5.068 1.359 -0.957
Br -1.027 5.866 -2.667
Br 0.793 3.793 -0.243
Br -1.616 0.750 0.857
Sc 1.212 3.008 2.656
P -0.520 -6.395 -3.141
O 4.061 5.953 3.039
O 2.636 -0.842 2.817
O 1.305 1.042 2.843
O 2.210 4.821 2.391
N 1.583 7.431 4.695
N 3.310 2.584 2.800
N -0.911 4.015 2.797
N 1.225 3.382 5.002
C 0.650 -5.612 -5.528
C -0.558 -6.184 -4.867
C 0.675 -5.291 -6.877
C -1.781 -5.917 -6.892
C 2.507 0.330 2.848
C -0.605 6.252 4.049
C 5.922 2.014 2.874
C 0.811 6.142 4.604
C 3.681 1.350 2.862
C -1.199 4.094 5.211
C 0.673 -7.428 -2.454
C -0.538 -5.468 -7.502
C -1.923 -6.110 -2.136
C 3.502 4.924 2.643
C 5.540 3.355 2.722
C 4.190 3.592 2.620
C 0.209 4.123 5.915
C 2.286 -9.516 -1.481
C 0.682 5.564 5.972
C 4.987 0.958 2.845
C 2.032 -9.385 -2.808
C 1.044 -7.437 -1.058
C -3.899 -5.564 -0.310
C -1.370 4.944 3.918
C -1.790 -6.159 -5.538
C -3.806 -4.780 -1.442
C -3.081 -6.729 -0.051
C -1.342 1.542 -3.795
C -2.090 -6.929 -0.939
C -2.814 -5.056 -2.414
C 1.806 -8.453 -0.590
C 1.347 -8.313 -3.328
B -0.597 2.964 -1.400
B -3.383 1.842 -1.811
B -2.353 3.102 -0.963
B -0.525 1.307 -2.100
B -3.127 1.805 -3.388
B -0.199 2.737 -3.223
B -1.566 1.534 -0.816
B -1.480 4.038 -2.424
B -1.885 3.020 -4.098
B -3.195 3.369 -2.808
B -2.116 0.841 -2.346
H -1.094 4.518 1.951
H -1.926 4.534 5.924
H 1.523 -5.626 -4.857
H -2.663 -6.505 -4.997
H 2.393 -10.207 -3.511
H 0.851 3.034 -3.678
H 1.670 5.565 6.533
H 2.790 -10.359 -0.974
H 2.103 -8.468 0.482
H -2.377 5.301 3.729
H 0.073 6.277 6.545
H -1.112 6.815 4.833
H 1.205 2.437 5.297
H 0.200 3.653 6.888
H -1.693 3.305 2.746
H 6.280 4.137 2.530
H -1.372 -7.719 -0.737
H 0.272 0.644 -1.514
H 1.469 5.442 4.076
H 5.228 -0.112 2.979
H 6.931 1.866 2.976
H -0.685 1.176 -4.620
H 0.900 -6.539 -0.437
H -1.512 3.102 4.814
H -4.679 -5.276 0.418
H -2.723 -4.278 -3.181
H 2.152 3.689 5.283
H 2.455 7.225 5.215
H -3.262 -7.341 0.860
H 1.878 7.670 3.703
H -0.561 6.777 3.120
H 1.508 -4.765 -7.325
H -3.839 1.240 -4.201
H -4.506 -4.029 -1.720
H -0.548 -5.223 -8.567
H -1.716 3.709 -5.073
H -2.104 -0.771 -2.256
H 1.138 -8.264 -4.364
H -2.720 -6.041 -7.440
H 1.136 8.252 5.004



33
Properties=species:S:1:pos:R:3 method="wB97M-V/def2-TZVPD" homo_ev=-10.301 homo_lumo_gap_ev=6.84 total_charge=+1 max_force_ev_per_a=6.7 multiplicity=1
Cs 1.384 -2.970 -2.104
S -2.483 -0.799 3.814
P -0.363 -2.054 0.232
P -0.805 0.084 0.450
P -1.399 2.213 0.688
O -1.362 2.681 2.331
O -1.246 -3.070 1.305
O 1.147 -2.419 0.256
O -0.946 -2.503 -1.369
O -2.966 2.426 0.008
N -2.501 -0.356 0.936
C 0.927 0.108 -1.971
C 0.470 0.353 1.815
C 3.262 0.093 -0.765
C -0.549 0.457 -1.407
C 2.050 1.052 -1.241
C -2.621 -0.319 2.226
H -2.083 -3.239 0.803
H 1.210 -1.014 -1.960
H 3.388 -0.852 -1.413
H 0.059 0.274 2.872
H 1.396 -0.300 1.754
H 2.495 1.760 -2.029
H -1.918 -2.315 -1.395
H 3.057 -0.271 0.296
H -0.682 1.593 -1.544
H 1.578 1.648 -0.382
H -3.177 1.704 -0.625
H 4.229 0.709 -0.694
H 0.843 1.438 1.702
H -1.398 -0.009 -2.029
H 0.940 0.443 -3.073
H -1.934 3.455 2.515



12
Properties=species:S:1:pos:R:3 method="wB97M-V/def2-TZVPD" homo_ev="-6.422 / -8.514" homo_lumo_gap_ev="6.85 / 7.36" total_charge=0 max_force_ev_per_a=6.9 multiplicity=3 relative_energy_kj_mol=185.2
S 0.289 0.746 -2.125
N -1.601 0.938 -1.717
N -2.076 0.554 -0.714
C 0.712 -0.687 1.753
C 0.968 -0.075 -0.676
C 0.368 0.062 0.519
H 1.725 -0.753 -1.143
H -2.263 1.120 -2.493
H -0.503 0.728 0.491
H 1.256 -1.598 1.288
H 1.313 -0.127 2.513
H -0.188 -0.908 2.303



79
Properties=species:S:1:pos:R:3 method="wB97M-V/def2-TZVPD" homo_ev=-11.250 homo_lumo_gap_ev=6.47 total_charge=+1 max_force_ev_per_a=6.9 multiplicity=1
O 4.253 3.159 -0.164
O 2.271 -1.853 -0.615
O -1.815 2.660 -2.571
O 6.547 3.383 0.221
N 0.954 2.424 -1.439
N 2.743 -2.879 -2.975
N 5.374 -2.099 -7.590
N -5.742 -3.619 5.649
N -2.077 -2.251 1.234
N 2.062 1.837 -1.863
N -2.003 4.323 1.738
C -1.890 5.643 1.508
C 4.040 4.408 -0.883
C 0.452 0.033 -0.351
C -7.830 -4.958 6.929
C -3.052 -3.499 3.049
C 1.806 -0.527 -0.860
C 6.107 -4.341 -7.108
C -3.867 4.815 3.182
C 5.621 2.716 -0.330
C 5.200 -4.428 -6.061
C -7.611 -5.136 5.571
C 2.925 2.759 -2.725
C 4.504 -2.211 -6.573
C -5.978 -3.464 6.962
C 4.380 -3.343 -5.784
C 2.692 -2.465 -1.832
C 0.199 1.497 -0.700
C -1.196 2.117 -0.124
C -2.987 3.938 2.569
C -6.999 -4.107 7.644
C -2.717 6.598 2.075
C -1.331 -4.490 1.711
C 6.032 1.387 -1.134
C -2.940 -2.366 2.259
C -2.319 2.314 -1.260
C -2.230 -4.580 2.765
C 6.157 -3.163 -7.836
C 2.563 0.550 -1.660
C -3.724 6.172 2.928
C -6.560 -4.451 4.982
C -1.292 -3.313 0.983
C 3.017 4.253 -2.153
H -3.055 1.425 -1.355
H -6.346 -4.559 3.923
H -3.563 -1.496 2.439
H -8.642 -5.478 7.427
H -8.240 -5.792 4.983
H 2.439 2.794 -3.778
H 5.058 4.803 -1.274
H 3.982 2.308 -2.842
H 3.582 0.263 -2.103
H 7.140 1.172 -0.946
H 6.851 -3.045 -8.661
H -0.603 -3.193 0.152
H 5.132 -5.334 -5.467
H 3.498 4.899 -2.990
H -2.289 -5.486 3.360
H -4.642 4.447 3.842
H -2.577 7.649 1.855
H -0.314 -0.580 0.246
H 3.883 -1.337 -6.398
H -3.056 2.868 2.739
H 3.570 5.219 -0.205
H -1.337 1.908 -2.986
H 2.004 4.746 -1.934
H 5.383 0.527 -0.715
H 6.761 -5.169 -7.352
H -3.765 -3.535 3.864
H -7.142 -3.945 8.705
H 5.892 1.479 -2.278
H -1.644 1.382 0.656
H -0.676 -5.315 1.462
H -5.304 -2.786 7.476
H -4.393 6.890 3.390
H 3.662 -3.376 -4.975
H -0.919 3.071 0.462
H -2.977 3.208 -0.920
H -1.089 5.927 0.832